Entry 1:
Molecular formula: C21H43B2F7N7O8PS
Method: DFT, the ωB97M-V functional and the def2-TZVPD basis

Last column: Mulliken charge in e.
Positions of all 90 atoms, in Å:
C: -4.6156 -2.2041 0.3842  -1.4153
C: -2.9885 -2.2303 0.5689  1.0641
N: -2.4735 -0.9660 0.0788  0.3427
C: -1.3392 -0.2555 0.6824  -1.3444
B: -1.7311 0.0748 2.2649  0.1861
O: -3.1389 0.0629 2.7160  -0.5559
N: -0.7954 0.4884 3.3479  0.2417
C: -0.9969 1.9469 3.7350  -0.9300
C: -1.2809 -0.2271 4.6089  -1.2341
C: -1.5185 1.2359 0.0033  -0.1894
C: -1.9728 1.2674 -1.5208  -0.8805
O: -3.2197 1.2348 -1.7792  -0.6092
N: -1.1300 1.4575 -2.7302  0.2024
C: -1.6150 0.6798 -3.8830  0.4297
O: -1.1613 -0.3967 -4.2838  -0.4092
F: -2.6777 1.2673 -4.6438  -0.2598
N: -0.4178 2.1918 0.2404  0.1554
C: 0.8080 1.4640 -0.1367  -2.0679
N: 1.5458 1.9868 -1.1094  1.1789
C: 1.2356 3.3084 -1.7894  -0.9353
C: 2.7694 1.3149 -1.6123  -0.6731
C: 4.0594 2.4711 -1.6525  0.4704
C: 4.6876 2.8503 -0.1273  -0.6333
O: 5.4153 1.9391 -1.2593  -0.4323
N: 1.0879 0.2854 0.6182  0.9453
B: 2.1224 0.4231 1.6364  1.0162
O: 2.1085 1.1940 2.8823  -0.5833
O: 3.4093 -0.2148 1.3837  -0.5521
C: 4.1588 -0.4006 2.6171  -0.8003
C: 0.1602 -0.8755 0.5032  1.4228
C: 0.4804 -1.3027 -1.0539  -0.2125
C: 0.2614 -2.7784 -1.5563  -1.0706
C: -1.1587 -3.0662 -2.3210  -0.3841
C: -1.4531 -4.6525 -2.2379  -0.6624
C: -2.9889 -4.9528 -2.6255  -0.6936
N: -3.6475 -5.5443 -1.4126  -0.5376
S: 0.6359 -2.2941 1.5700  1.7664
C: -0.4306 -3.8078 1.5697  -0.9844
O: 0.7677 -2.0603 3.0646  -0.7194
O: 1.9911 -2.8516 1.1161  -0.7488
H: -4.9305 -1.9132 -0.6720  0.2824
H: -5.0974 -3.1600 0.7819  0.3816
H: -4.9634 -1.3599 1.1010  0.3670
H: -2.6763 -3.1515 -0.0631  -0.5507
H: -2.8413 -2.5413 1.6545  -0.1216
H: -3.2898 -0.3234 0.1898  0.4947
H: -3.6136 0.7426 2.1701  0.4011
H: -1.0029 2.1064 4.8631  0.4079
H: -1.9998 2.3477 3.3185  0.2224
H: -0.1711 2.6261 3.3030  0.1374
H: -0.3966 -0.1200 5.3517  0.3367
H: -2.1643 0.2960 5.1064  0.4252
H: -1.4166 -1.3486 4.4491  0.2123
H: -2.4341 1.6817 0.5623  0.9395
H: -1.2999 2.4504 -3.0105  0.3943
H: -0.3830 2.6025 1.1797  0.3541
H: 1.6296 3.2936 -2.8699  0.3490
H: 0.1306 3.5495 -1.8445  0.3447
H: 1.8403 4.1028 -1.2191  0.2678
H: 3.1575 0.4214 -1.0395  0.2009
H: 2.6088 1.0318 -2.7209  0.4734
H: 3.9763 3.3605 -2.4583  0.3334
H: 5.3185 2.2059 0.5590  0.4645
H: 3.6898 2.3813 0.2997  0.0402
H: 1.8333 2.1061 2.6281  0.3187
H: 3.5406 -0.9105 3.4268  0.2671
H: 5.0201 -1.1310 2.3604  0.2259
H: 4.6478 0.5809 2.9294  0.2889
H: -0.0480 -0.6053 -1.7884  -0.8635
H: 1.6096 -1.1010 -1.2273  0.2509
H: 0.5980 -3.6451 -0.9006  0.7229
H: 0.9893 -2.8901 -2.4630  0.3322
H: -2.0089 -2.4030 -1.9603  0.1753
H: -1.0545 -2.8429 -3.4531  0.4580
H: -0.8141 -5.1247 -3.0837  0.4583
H: -1.1004 -5.1506 -1.2744  0.3935
H: -3.0553 -5.6799 -3.5172  0.3069
H: -3.4858 -3.9622 -2.9186  0.3636
H: -3.5599 -6.5661 -1.4990  0.2420
H: -4.6282 -5.2342 -1.4502  0.2029
H: -1.2183 -3.7205 2.4118  0.3402
H: -0.8871 -4.0979 0.5718  0.0717
H: 0.2393 -4.6944 1.8922  0.3921
F: 4.4950 6.8304 0.2141  -0.3425
P: 3.5383 6.8208 -1.0761  0.9292
F: 3.3133 8.3904 -0.8149  -0.3328
F: 3.5025 5.8702 -2.3817  -0.3189
F: 4.8281 7.2379 -1.9381  -0.3369
F: 1.9639 7.0636 -1.3137  -0.3371
F: 3.1180 5.5131 -0.2232  -0.2703

- lowest unoccupied orbital energy (eV) = -2.3106
- charge = 0
- largest force on an atom (eV/Å) = 8.64

=====

Entry 2:
Molecular formula: C21H43B3Cl15IO3
Method: DFT, the ωB97M-V functional and the def2-TZVPD basis

Last column: Mulliken charge in e.
Positions of all 86 atoms, in Å:
C: -1.2158 -0.7257 -2.1397  -0.6963
C: 0.1415 -0.7410 -2.8542  -0.7924
C: 1.3029 -0.1947 -2.0210  0.2843
Cl: 1.1506 1.5938 -1.7863  -0.1918
B: 1.4117 -0.8350 -0.5907  -0.3651
O: 2.3779 -1.8072 -0.3248  -0.5035
B: 2.4728 -2.2438 0.9724  0.2796
I: 3.2887 -4.1562 1.4064  -0.1134
O: 2.0301 -1.4648 1.9990  0.5626
B: 1.0961 -0.4549 1.7225  -1.1244
C: 0.6873 0.6301 2.7518  -0.8314
C: 1.7512 1.7306 2.9954  0.9505
C: 1.6771 2.8175 1.9111  -0.9846
C: 3.1707 1.1776 3.1103  -0.9370
O: 0.5792 -0.4730 0.4386  0.5488
H: -2.0316 -0.6628 -2.8637  0.3856
H: -1.3661 -1.6281 -1.5372  0.2565
H: -1.3016 0.1258 -1.4576  0.0222
H: 0.3863 -1.7704 -3.1385  0.2816
H: 0.0963 -0.1620 -3.7808  0.3350
H: 2.2354 -0.3137 -2.5743  0.5218
H: 0.4407 0.1411 3.7062  0.2592
H: -0.2322 1.1012 2.3852  0.3856
H: 1.5193 2.1914 3.9632  0.3399
H: 2.3300 2.5702 1.0609  0.2169
H: 0.6615 2.9299 1.5225  -0.1228
H: 2.0048 3.7871 2.3006  0.4479
H: 3.8738 1.9792 3.3669  0.6247
H: 3.5030 0.7449 2.1546  -0.5529
H: 3.2575 0.4100 3.8802  0.2468
Cl: -1.2651 -2.5008 -5.4515  -0.1870
C: -1.9079 -3.8889 -4.5287  -0.3710
C: -3.3591 -4.1532 -4.8341  -0.2791
Cl: -4.4100 -2.8298 -4.2559  -0.1841
H: -1.7594 -3.6643 -3.4739  0.1924
H: -1.3109 -4.7582 -4.8008  0.4166
H: -3.6728 -5.0643 -4.3261  0.3604
H: -3.5304 -4.2482 -5.9031  0.0592
Cl: 4.8194 -1.9294 6.0077  -0.1979
C: 4.0544 -3.4755 5.5480  -0.3969
C: 2.6602 -3.2958 4.9919  0.2274
Cl: 1.5159 -2.6981 6.2301  -0.2003
H: 4.0393 -4.0967 6.4410  0.3893
H: 4.6896 -3.9386 4.7939  0.2475
H: 2.2908 -4.2618 4.6496  0.3691
H: 2.6390 -2.5928 4.1603  -0.4585
Cl: 6.3255 -1.7931 2.0696  -0.1367
C: 6.8918 -0.2943 1.2954  -0.5377
C: 5.7521 0.6797 1.1006  -0.1056
Cl: 4.5548 0.0754 -0.0800  -0.0798
H: 7.3388 -0.5710 0.3427  0.3447
H: 7.6524 0.1466 1.9377  0.3489
H: 6.1372 1.6234 0.7167  0.4279
H: 5.2189 0.8580 2.0341  0.0307
Cl: -1.5739 4.4915 1.5721  -0.0737
C: -2.3874 5.3249 2.9205  -0.5657
C: -1.4101 6.1421 3.7268  -0.4477
Cl: -0.2487 5.1096 4.6026  -0.1582
H: -2.8640 4.5630 3.5335  0.3004
H: -3.1502 5.9741 2.4929  0.3174
H: -1.9531 6.7236 4.4710  0.3327
H: -0.8384 6.8137 3.0903  0.3072
Cl: -5.2204 -1.0961 -10.3189  -0.1932
C: -4.7565 -0.9168 -8.6050  -0.4570
C: -3.4553 -1.6080 -8.2886  -0.1863
Cl: -3.5978 -3.3857 -8.3918  -0.1999
H: -5.5691 -1.3146 -8.0011  0.3126
H: -4.6517 0.1497 -8.4105  0.3107
H: -3.1592 -1.3774 -7.2659  0.0592
H: -2.6637 -1.3075 -8.9714  0.3589
Cl: -2.0710 -1.9292 5.7199  -0.1330
C: -3.4008 -1.3985 4.6600  -0.4825
C: -3.3345 -2.1445 3.3524  -0.6401
Cl: -1.8965 -1.6561 2.4251  -0.0452
H: -3.3187 -0.3228 4.5188  0.2847
H: -4.3410 -1.6265 5.1612  0.3589
H: -4.2085 -1.9258 2.7400  0.3049
H: -3.2713 -3.2175 3.5202  0.3215
Cl: -3.6249 2.1026 -2.3295  -0.2039
C: -2.1524 3.0831 -2.5648  0.0823
C: -2.4580 4.5530 -2.6918  -0.4722
Cl: -3.3290 4.9382 -4.2022  -0.2052
H: -1.6416 2.7013 -3.4461  0.2854
H: -1.5207 2.9185 -1.6925  -0.1340
H: -1.5242 5.1135 -2.7091  0.3395
H: -3.0710 4.8999 -1.8627  0.3080

- SMILES = CC[C@@H](Cl)B1OB(I)OB(CC(C)C)O1.ClCCCl.ClCCCl.ClCCCl.ClCCCl.ClCCCl.ClCCCl.ClCCCl
- lowest unoccupied orbital energy (eV) = 0.2563
- charge = 0
- largest force on an atom (eV/Å) = 0.71

=====

Entry 3:
Molecular formula: C21H43CuO11S5
Method: DFT, the ωB97M-V functional and the def2-TZVPD basis

Last column: Mulliken charge in e.
Positions of all 81 atoms, in Å:
Cu: 12.0974 -17.4020 -15.8278  0.6787
C: 14.5462 -21.1046 -19.0364  -0.5811
O: 14.0810 -20.3158 -17.9934  -0.6648
H: 15.5613 -21.4982 -19.0874  0.2119
H: 13.8863 -21.9540 -19.2127  0.1935
H: 14.5558 -20.4865 -19.9341  0.1875
C: 4.3137 -20.6973 -14.6760  -0.7405
C: 4.6906 -20.9181 -13.2079  -0.5738
C: 6.1350 -20.4471 -13.1159  -0.7389
S: 6.2468 -18.9236 -14.1910  1.0274
O: 7.5029 -18.9168 -14.9551  -0.6387
O: 6.0082 -17.7241 -13.3710  -0.6374
C: 4.7513 -19.3244 -15.2113  -0.5242
H: 3.2424 -20.8453 -14.8125  0.3465
H: 4.7780 -21.5156 -15.2264  0.3315
H: 4.5330 -21.8975 -12.7561  0.3642
H: 4.0628 -20.3225 -12.5451  0.2944
H: 6.7319 -21.1619 -13.6822  0.3393
H: 6.6747 -20.2630 -12.1869  0.4454
H: 4.9000 -19.4504 -16.2838  0.3224
H: 3.9646 -18.5940 -15.0225  0.3789
C: 5.8265 -11.3266 -14.9107  -0.5896
C: 5.5893 -12.2572 -16.1517  -0.5900
C: 7.0153 -12.2840 -16.8125  -0.7407
S: 8.3049 -12.0988 -15.4685  1.0372
O: 9.0604 -10.8873 -15.7949  -0.6213
O: 8.9248 -13.4232 -15.2851  -0.6078
C: 7.0329 -11.7427 -14.1310  -0.6267
H: 4.9469 -11.1639 -14.2879  0.3524
H: 6.0180 -10.3111 -15.2576  0.2968
H: 4.7991 -11.8887 -16.8058  0.3325
H: 5.3236 -13.2726 -15.8578  0.2872
H: 7.1247 -11.3516 -17.3664  0.3340
H: 7.2927 -13.0981 -17.4821  0.4242
H: 7.5263 -10.9269 -13.6027  0.3494
H: 6.9859 -12.5804 -13.4351  0.3585
C: 18.5541 -17.0899 -12.0126  -0.6505
C: 19.3078 -17.2033 -13.3894  -0.5805
C: 18.2541 -16.9188 -14.4733  -0.7004
S: 17.3434 -15.4309 -13.7673  0.9706
O: 15.9211 -15.4933 -14.2035  -0.6312
O: 18.1459 -14.2333 -14.0584  -0.6204
C: 17.4529 -16.0335 -12.0182  -0.5382
H: 19.2265 -16.8814 -11.1804  0.3381
H: 18.0290 -17.9855 -11.6804  0.2653
H: 19.9291 -18.0768 -13.5870  0.3608
H: 20.0312 -16.3950 -13.2826  0.2940
H: 17.4967 -17.6995 -14.5436  0.3506
H: 18.5433 -16.8801 -15.5236  0.4341
H: 16.4428 -16.4225 -11.8899  0.3310
H: 17.5566 -15.1430 -11.3982  0.3658
C: 14.9073 -22.8794 -9.2038  -0.5705
C: 15.5896 -23.1793 -10.5368  -0.5615
C: 14.8286 -22.6968 -11.7605  -0.5997
S: 13.4636 -21.6210 -11.1762  1.0602
O: 12.2207 -22.3991 -11.2779  -0.6338
O: 13.6092 -20.1995 -11.7212  -0.6324
C: 14.0323 -21.6085 -9.4233  -0.7787
H: 15.5383 -22.7493 -8.3246  0.3443
H: 14.1964 -23.6644 -8.9459  0.2877
H: 15.7849 -24.2439 -10.6657  0.3071
H: 16.4985 -22.5823 -10.6110  0.2633
H: 14.2990 -23.4352 -12.3625  0.3451
H: 15.4414 -22.1142 -12.4484  0.3602
H: 13.1579 -21.4205 -8.8003  0.4616
H: 14.6199 -20.6954 -9.3272  0.3436
C: 16.0224 -13.0569 -19.8547  -0.6104
C: 15.1049 -11.9758 -19.1766  -0.6708
C: 13.8203 -11.7994 -19.9798  -0.6593
S: 13.4053 -13.6069 -20.2245  1.0588
O: 12.6888 -13.6476 -21.4850  -0.6529
O: 12.8917 -14.1025 -18.9337  -0.6017
C: 15.1155 -14.2241 -20.4451  -0.6034
H: 16.7491 -13.4261 -19.1310  0.3333
H: 16.5648 -12.5177 -20.6313  0.2929
H: 15.7772 -11.1378 -18.9924  0.3900
H: 14.8214 -12.3730 -18.2020  0.3063
H: 14.0215 -11.3464 -20.9506  0.3006
H: 12.9679 -11.3103 -19.5084  0.4077
H: 15.1812 -14.5076 -21.4955  0.3692
H: 15.1552 -15.1205 -19.8263  0.3358

- relative energy (zero: lowest compared OMol25 entry of this formula, charge and spin) (kJ/mol) = 684.0
- lowest unoccupied orbital energy (eV) = -2.1741
- charge = 0
- largest force on an atom (eV/Å) = 4.19

=====

Taking the records one at a time from the top gives orbital gap values of 6.67, 10.04, 3.34 eV.
Taking the records one at a time from the top gives highest occupied orbital energy values of -8.98, -9.78, -5.52 eV.